Record 1
137
Properties=species:S:1:pos:R:3:forces:R:3 method="wB97M-V/def2-TZVPD" lumo_energy_ev="3.85 / 3.85" largest_force_ev_per_a=1.20 homo_lumo_gap_ev="4.580 / 6.045" total_charge=-2 multiplicity=3 e_above_lowest_kcal_mol=1.1 total_energy_ev=-250103.7783
Ti -0.77355 -1.64258 -1.21754 0.0 -0.2 -0.3
C -3.67604 0.44247 -0.86423 0.1 0.1 -0.2
Si -1.75923 0.67753 -0.78979 -0.6 0.8 0.2
C -1.74112 1.47043 0.97125 0.2 -0.2 -0.1
C -2.41187 2.67667 1.20386 0.0 0.0 0.0
C -2.47414 3.25120 2.46207 0.0 0.0 0.0
C -1.83999 2.62154 3.52744 0.0 0.0 0.0
C -1.18380 1.41896 3.32226 0.0 0.0 0.0
C -1.13219 0.82217 2.05586 -0.1 0.1 0.0
P -0.46706 -0.88159 1.77583 0.1 0.2 0.3
C -1.40396 -1.77249 3.14444 0.2 -0.3 -0.3
C -0.94756 -1.78206 4.60495 -0.1 0.1 0.0
C -2.09705 -2.30862 5.48686 0.0 -0.1 -0.1
C -2.89934 -3.42209 4.78868 0.1 0.0 0.0
C -2.00430 -4.17650 3.80997 -0.1 0.1 0.0
C -1.55424 -3.23860 2.67987 0.0 0.0 0.2
C 1.33406 -0.78737 2.25450 -0.2 -0.1 0.0
C 1.92631 -2.20275 2.24129 0.2 0.1 -0.2
C 3.45383 -2.15065 2.28020 -0.1 0.0 0.2
C 3.93008 -1.37795 3.51075 0.0 0.1 -0.2
C 3.32568 0.02605 3.51890 -0.1 -0.1 0.1
C 1.79388 -0.04086 3.50851 0.1 0.1 -0.1
C -1.45672 2.22489 -1.92418 0.4 0.0 0.0
C -2.46906 2.56090 -2.82963 0.0 -0.1 0.0
C -2.29951 3.51123 -3.82516 0.0 0.0 0.0
C -1.08803 4.17053 -3.93843 0.0 0.0 -0.1
C -0.07770 3.89422 -3.03087 0.0 0.0 0.1
C -0.23570 2.95256 -2.01536 -0.1 -0.2 -0.1
P 1.02488 2.60234 -0.71092 0.1 0.4 0.2
C 0.70881 4.10220 0.38118 0.2 -0.1 -0.2
C 0.58275 5.51647 -0.19678 -0.1 0.0 0.1
C -0.11578 6.40176 0.84812 0.1 0.0 0.0
C 0.43881 6.17078 2.27304 0.1 0.0 -0.1
C 1.79793 5.47324 2.23532 -0.1 0.0 0.0
C 1.66334 4.08549 1.59667 0.0 0.0 0.0
C 2.83153 2.86936 -1.23535 -0.2 -0.1 -0.1
C 3.27776 1.92997 -2.39337 -0.1 0.1 0.0
C 4.08823 2.65353 -3.47347 -0.2 0.0 0.0
C 3.36376 3.92545 -3.90679 0.1 0.0 0.1
C 3.28798 4.93214 -2.73992 0.0 -0.1 0.0
C 3.48518 4.25089 -1.38347 -0.1 0.0 0.0
H -4.23442 1.35165 -0.61040 0.0 0.0 0.0
H -4.01576 0.08776 -1.84295 0.0 0.0 0.1
H -3.93427 -0.32973 -0.13450 0.0 0.0 0.0
H -2.89097 3.17501 0.36416 0.0 0.0 0.0
H -3.00985 4.18219 2.61689 0.0 0.0 0.0
H -1.85989 3.06273 4.51829 0.0 0.0 0.0
H -0.70941 0.94541 4.16985 0.0 0.0 0.0
H -2.38295 -1.28004 3.11043 0.0 0.0 0.0
H -0.07380 -2.43284 4.70041 0.0 0.0 0.0
H -0.65848 -0.79854 4.96899 0.1 0.0 0.0
H -1.68317 -2.67927 6.42991 0.0 0.0 0.0
H -2.76688 -1.47949 5.73282 0.0 0.0 0.0
H -3.32912 -4.10208 5.52920 0.0 0.0 0.0
H -3.73308 -2.98685 4.22980 0.0 0.0 0.0
H -1.13607 -4.56661 4.35238 0.0 0.0 0.0
H -2.53175 -5.03664 3.39103 0.0 0.0 0.0
H -0.60441 -3.58819 2.27075 0.0 0.0 0.0
H -2.25886 -3.26419 1.85189 0.0 0.0 0.0
H 1.74236 -0.25298 1.38576 0.0 0.0 0.0
H 1.56728 -2.75825 3.11751 0.0 0.0 0.0
H 1.59698 -2.73521 1.34725 0.0 0.0 0.0
H 3.86074 -3.16550 2.28598 0.0 0.0 -0.1
H 3.81170 -1.65876 1.36994 0.0 0.0 0.0
H 3.61091 -1.90969 4.41557 0.0 0.0 0.0
H 5.02317 -1.32204 3.53624 0.0 0.0 0.0
H 3.67279 0.58929 4.39166 0.0 0.0 0.0
H 3.65965 0.56157 2.62301 0.0 0.0 0.0
H 1.46044 -0.56479 4.40997 0.0 0.0 0.0
H 1.39045 0.97193 3.53745 0.0 0.0 0.0
H -3.41339 2.03040 -2.77065 0.0 0.0 0.0
H -3.10788 3.72854 -4.51490 0.0 0.0 0.0
H -0.92824 4.90136 -4.72359 0.0 0.0 0.0
H 0.85229 4.43473 -3.12065 -0.1 0.0 0.1
H -0.29045 3.87404 0.74989 -0.1 -0.1 0.1
H 1.55371 5.94915 -0.44539 0.0 0.0 0.0
H -0.00597 5.50512 -1.11382 0.0 0.0 0.0
H -0.01070 7.45512 0.56901 0.0 0.0 0.0
H -1.18399 6.16717 0.83927 0.0 0.1 0.0
H 0.51563 7.12192 2.80710 0.0 0.0 0.0
H -0.24797 5.53624 2.83885 0.0 0.0 0.0
H 2.50438 6.08622 1.66478 0.0 0.0 0.0
H 2.20278 5.38027 3.24716 0.0 0.0 0.0
H 2.65553 3.71957 1.31947 0.0 0.0 0.0
H 1.25897 3.38372 2.32932 0.0 -0.1 0.0
H 3.26066 2.45269 -0.31754 0.1 0.0 0.0
H 3.85545 1.09810 -1.99314 0.0 -0.1 0.0
H 2.41030 1.47940 -2.87221 0.0 -0.1 0.0
H 5.08960 2.90571 -3.10846 0.0 0.0 0.0
H 4.21136 1.97932 -4.32434 0.0 0.0 0.0
H 3.86108 4.38590 -4.76486 -0.1 0.0 0.0
H 2.35910 3.63969 -4.23057 0.0 0.0 0.0
H 4.06607 5.69292 -2.85751 0.0 0.0 0.0
H 2.33713 5.46847 -2.75478 0.0 0.1 0.0
H 4.55988 4.09265 -1.24046 0.0 0.0 0.0
H 3.17248 4.91731 -0.58130 0.1 0.0 0.0
C -3.98664 -4.63003 0.55536 0.1 0.1 0.0
Si -3.44584 -3.65439 -0.97555 -0.7 -0.7 -0.3
C -5.03512 -2.84949 -1.63934 0.1 0.0 0.1
C -2.90219 -4.95611 -2.23448 0.0 0.1 0.1
O -2.32719 -2.54335 -0.65012 -0.2 0.0 0.3
H -4.77832 -5.33618 0.28405 0.0 0.0 0.0
H -4.37100 -3.97991 1.34812 0.0 0.0 0.0
H -3.14221 -5.20122 0.95422 0.0 0.0 0.0
H -5.76402 -3.61575 -1.92512 0.1 0.0 0.0
H -4.84508 -2.22690 -2.51803 0.0 0.0 0.0
H -5.49772 -2.21035 -0.88109 0.0 0.0 0.0
H -3.57615 -5.82004 -2.24833 -0.1 0.1 0.1
H -1.90595 -5.31658 -1.96765 0.0 0.0 0.0
H -2.84677 -4.56581 -3.25238 0.0 0.0 0.0
S -1.52663 -2.82556 -5.14750 0.2 0.0 0.2
C -1.62519 -2.14737 -3.49677 -0.4 -0.2 -0.4
N -0.93898 -0.98526 -3.36724 -0.1 0.2 0.4
C -0.30109 -0.62331 -4.50998 0.1 -0.1 -0.2
C 0.46381 0.53366 -4.70388 -0.1 -0.1 0.1
C 1.00666 0.80003 -5.94762 0.0 0.0 0.0
C 0.81823 -0.07022 -7.01959 0.0 -0.1 -0.1
C 0.06339 -1.22905 -6.85130 0.1 0.1 0.0
C -0.49481 -1.49269 -5.61418 -0.1 0.0 0.1
H -2.61577 -2.22561 -3.05905 0.0 0.0 0.0
H 0.57421 1.21483 -3.87634 0.1 0.1 0.1
H 1.58300 1.70759 -6.09623 0.0 0.0 0.0
H 1.25189 0.15309 -7.98741 0.0 0.0 0.0
H -0.08441 -1.90709 -7.68394 0.0 0.0 0.0
Br 1.64859 -1.29693 -1.33154 1.1 0.5 -0.1
C -0.23026 -7.04347 1.94057 0.1 -0.1 -0.3
S 0.03718 -7.59859 0.22893 0.1 0.0 0.1
C 1.43277 -6.62740 -0.18584 0.0 -0.1 -0.1
C 1.41002 -5.28127 -0.40948 0.2 0.1 0.0
S 0.04967 -4.26666 -0.25446 -0.3 -0.2 0.0
S 3.00621 -4.61215 -0.80384 -0.1 -0.3 0.0
C 3.92462 -6.07965 -0.75554 -0.3 -0.1 0.1
S 5.54303 -6.17273 -1.09188 0.2 0.0 0.0
S 2.97553 -7.45034 -0.31257 0.0 0.4 -0.1
H -1.12895 -7.54213 2.30456 0.0 0.0 0.0
H -0.37483 -5.96354 1.92309 0.0 0.0 0.1
H 0.62828 -7.31459 2.55294 0.0 0.0 0.1

=====

Record 2
36
Properties=species:S:1:pos:R:3:forces:R:3 method="wB97M-V/def2-TZVPD" smiles="C/C=C/C(=C/N)CC.O.O.O.O.O" lumo_energy_ev=0.46 largest_force_ev_per_a=1.18 homo_lumo_gap_ev=7.405 total_charge=0 e_above_lowest_kcal_mol=0.0 total_energy_ev=-19359.9568
C -0.11568 4.21911 -1.28720 0.4 0.0 -0.1
C 0.12711 2.88031 -0.65462 -0.6 0.4 0.2
C -0.20386 2.57389 0.59951 0.0 -0.4 0.2
C 0.05406 1.29955 1.29836 -0.1 0.4 -0.2
C 0.17461 1.33755 2.63633 0.1 -0.5 0.2
N 0.46628 0.27074 3.44897 0.1 -0.4 0.2
C 0.21551 0.01756 0.52716 0.0 -0.3 0.1
C -0.93261 -0.98107 0.73050 0.1 -0.1 0.1
H -0.61084 4.12810 -2.25676 0.0 0.0 0.0
H 0.84333 4.72230 -1.46537 -0.1 0.0 -0.1
H -0.70333 4.88008 -0.65859 -0.2 0.0 0.2
H 0.60334 2.14742 -1.27357 0.3 -0.4 -0.3
H -0.70015 3.32718 1.21015 0.1 0.1 0.0
H 0.02300 2.25410 3.18403 -0.1 0.3 -0.1
H 0.73727 0.43583 4.40601 -0.1 0.2 -0.3
H 0.84004 -0.59791 3.07177 0.0 0.3 0.0
H 0.33182 0.21794 -0.53165 -0.1 0.1 -0.2
H 1.14169 -0.47705 0.80190 0.3 -0.1 0.2
H -1.88926 -0.52225 0.47317 -0.1 -0.1 0.1
H -0.99205 -1.31946 1.77064 -0.1 0.2 -0.1
H -0.79489 -1.88864 0.13244 0.0 0.2 -0.1
O 1.93166 -2.25604 2.70960 0.3 0.2 0.5
H 2.88324 -2.26089 2.86918 -0.2 0.1 0.1
H 1.85263 -2.63843 1.82421 -0.1 -0.2 -0.5
O 1.93855 -3.44736 0.29382 -0.3 -0.2 -0.5
H 1.51626 -3.12384 -0.53697 0.2 0.0 0.2
H 1.64456 -4.36618 0.32026 0.1 0.1 0.2
O 0.83487 -2.96585 -2.15962 0.1 0.2 -0.2
H 1.56045 -2.77119 -2.76870 -0.2 -0.1 0.2
H 0.10003 -2.38682 -2.46497 0.2 -0.1 0.0
O -1.02296 -1.36220 -3.39432 0.3 0.6 0.8
H -1.50148 -1.90051 -4.00704 -0.5 -0.5 -0.6
H -1.69739 -0.84374 -2.89963 0.1 -0.2 -0.3
O -3.02993 0.14546 -2.18188 0.4 1.0 -0.4
H -2.78263 0.19811 -1.25299 0.0 0.0 0.2
H -2.84322 1.05422 -2.51413 -0.3 -0.9 0.3

=====

Record 3
16
Properties=species:S:1:pos:R:3:forces:R:3 method="wB97M-V/def2-TZVPD" lumo_energy_ev="-5.30 / -5.30" largest_force_ev_per_a=4.74 homo_lumo_gap_ev="8.767 / 8.768" total_charge=+1 e_above_lowest_kcal_mol=183.5 total_energy_ev=-10782.3446
C -2.51653 -0.48216 0.64644 1.3 -1.4 -2.5
C 1.69951 -1.18140 0.34836 0.4 -1.3 -1.7
C 2.20866 0.01543 0.10991 0.4 1.7 1.6
C -0.27011 1.68533 -0.62101 -1.6 2.0 2.6
N -2.16124 0.74148 0.57331 -2.1 0.6 2.4
N -0.92754 -0.41298 -0.81051 3.3 -1.1 -2.3
N -1.14351 0.79700 -0.24738 3.6 -0.5 -3.0
O -1.75362 -1.31011 -0.26141 -2.7 0.7 3.2
H -3.36544 -0.94325 1.13718 0.2 0.2 0.1
H 1.87199 -2.03477 -0.36093 -0.4 0.8 0.8
H 0.15695 -0.63917 -0.69482 -2.1 -0.3 0.2
H 1.13939 -1.33534 1.24490 -0.1 -0.4 0.5
H 2.12673 0.71333 1.01023 0.2 -0.4 -1.7
H 2.79989 0.33643 -0.76332 -0.3 -0.4 0.5
H 0.55854 1.45130 -1.29924 -0.8 0.1 0.2
H -0.42367 2.59888 -0.01169 0.6 -0.3 -1.0